The following is a quantum chemistry calculation of a molecular structure, C40H40N9O2Se2W, from the OMol25 dataset.

Structure (XYZ):
```
94
Properties=species:S:1:pos:R:3
W -0.440 0.224 -0.486
Se -1.632 4.024 1.060
Se -0.423 2.981 2.727
O 2.566 0.030 2.338
O 0.211 -1.063 -1.880
N -2.139 -0.108 -1.605
N -2.348 0.081 0.573
N -1.791 1.349 0.502
N 1.283 -0.582 -1.201
N 2.083 -0.781 1.321
N -0.289 1.669 -1.827
N 1.258 1.859 0.660
N -1.882 -1.670 1.926
N -0.831 -4.364 -0.193
C -1.563 2.911 -3.581
C -1.786 -1.362 4.378
C -1.422 1.875 -2.664
C 3.593 2.452 0.476
C -4.787 1.523 -0.254
C 0.209 -1.151 2.851
C 4.413 -1.114 0.574
C 1.197 2.654 1.741
C 1.191 -1.830 3.764
C 1.124 3.674 -1.888
C 2.453 1.806 0.044
C -2.394 -0.489 1.888
C -4.494 0.284 -0.664
C 0.645 -1.224 1.343
C 3.084 3.718 -3.281
C 0.382 -3.572 -0.193
C 2.983 -2.178 -1.972
C -2.582 -0.271 4.273
C 1.686 1.759 -3.237
C -3.653 1.954 -4.305
C -1.002 -5.294 0.893
C -2.800 0.280 2.987
C 2.375 -1.294 -0.934
C -2.397 0.882 -2.569
C -2.061 -3.724 -0.609
C 0.865 2.375 -2.302
C 2.299 3.340 2.242
C 2.803 2.429 -3.717
C 1.763 -2.955 3.329
C -3.909 2.549 0.273
C 2.236 4.343 -2.377
C 1.380 -3.484 2.024
C 0.764 -2.773 1.062
C -3.152 -0.360 -0.592
C -1.173 -1.924 3.135
C -2.693 2.952 -4.386
C -3.504 0.909 -3.404
C 2.942 -1.041 0.329
C -2.585 2.466 0.507
C 3.524 3.228 1.614
H 2.498 1.224 -0.857
H 1.212 -4.272 -0.347
H -1.217 -4.817 1.863
H 4.726 -2.163 0.597
H 3.392 -3.083 -1.524
H 2.646 -0.564 3.108
H -3.015 0.195 5.147
H -1.833 -5.962 0.661
H 1.589 -4.532 1.843
H 0.457 4.142 -1.175
H -4.514 1.978 -4.959
H -0.952 -2.987 3.220
H -0.106 -5.907 1.009
H -5.300 -0.347 -1.015
H -2.575 -3.209 0.212
H -0.808 3.679 -3.668
H 4.963 -0.627 -0.231
H 3.795 -1.663 -2.493
H 4.389 3.758 1.992
H 2.441 5.355 -2.051
H -3.292 1.230 2.837
H -5.827 1.823 -0.326
H -2.739 -4.480 -1.012
H 4.505 2.349 -0.094
H 0.332 -2.942 -1.070
H 2.231 -2.457 -2.708
H -1.849 -3.005 -1.405
H -1.540 -1.798 5.337
H 0.043 -0.110 3.135
H 2.172 3.973 3.108
H 1.335 -1.457 4.773
H -4.229 0.107 -3.362
H -2.812 3.761 -5.093
H 2.431 -3.530 3.959
H 4.686 -0.654 1.518
H -4.375 3.500 0.497
H 3.952 4.240 -3.662
H 1.441 0.762 -3.584
H 3.446 1.950 -4.443
H -3.280 -1.436 -0.450
```

The total energy is -192138.8752 eV. The expectation value of S² is 2.0680. The value obtained for the gap between HOMO and LUMO (spin up / spin down) is 6.0 / 6.0 eV. Its charge is +1. As for the spin multiplicity: 3.

The following is a quantum chemistry calculation of 2 unconnected molecules or ions with the total composition C5H13Cl2FNO4P, from the OMol25 dataset.

Structure (XYZ):
```
27
Properties=species:S:1:pos:R:3
Cl 0.350 -1.010 -1.137
Cl -1.430 1.928 -2.830
P -0.651 3.097 -0.205
F -0.808 4.434 0.763
O 1.359 -3.788 0.837
O 2.637 3.111 2.086
O 1.266 3.346 1.730
O -0.738 -3.663 0.363
N 0.346 -4.201 0.313
C 0.432 -5.463 -0.472
C 0.990 2.670 0.536
C -0.496 1.565 -1.332
C -0.953 0.203 -0.773
C -1.295 0.106 0.721
H -1.896 2.696 0.284
H 1.453 -5.821 -0.431
H 1.046 1.582 0.676
H 0.534 1.464 -1.667
H -0.660 3.935 -1.317
H 2.880 2.276 1.662
H -0.944 0.936 1.326
H -0.849 -0.799 1.130
H 1.725 2.940 -0.236
H 0.129 -5.230 -1.488
H -1.797 -0.143 -1.360
H -2.372 -0.004 0.844
H -0.258 -6.170 -0.022
```

The total energy is -52120.7193 eV. The value obtained for the gap between HOMO and LUMO is 10.4 eV. The SMILES is C[C@H](Cl)[C@@H](Cl)[PH2](F)COO.C[N+](=O)[O-]. As for the spin multiplicity: 1.

Question: Among the records above, which one has the highest total energy?
Answer: C5H13Cl2FNO4P

Question: Look up the total energy of the second one.
Answer: -52120.7193 eV